Computed, not measured: a 4-piece molecular cluster, C16H44N4O4 overall at a distorted geometry, with wB97M-V/def2-TZVPD.

The value obtained for the HOMO-LUMO gap is 9.917 eV. Its energy above the lowest of the compared OMol25 structures with the same formula, charge and spin is 180.21 kJ/mol. The HOMO energy is -9.4 eV. The charge is 0. The spin multiplicity is 1. The SMILES is COC[C@H](C)N.COC[C@H](C)N.COC[C@H](C)N.COC[C@H](C)N.

XYZ file:
```
68
Properties=species:S:1:pos:R:3:mulliken_charge:R:1
C 2.02204 0.89069 -1.02778 -1.682
C 0.64211 0.46286 -1.51833 0.638
C -0.49306 1.26136 -0.86588 -0.946
O -0.57617 1.18742 0.55132 -0.311
C -1.17700 0.04230 1.10592 -0.799
N 0.66764 0.66516 -2.98271 -0.455
H 2.10897 0.68223 0.04353 0.352
H 2.29861 1.93593 -1.19938 0.426
H 2.88943 0.37530 -1.45046 0.434
H 0.54777 -0.59261 -1.24594 0.135
H -1.50679 0.95800 -1.15849 0.430
H -0.41270 2.33059 -1.07408 0.389
H -2.12401 -0.21259 0.62320 0.388
H -1.31043 0.11077 2.18487 0.233
H -0.43630 -0.76284 1.01348 0.282
H -0.23074 1.09124 -3.19523 0.242
H 1.40904 1.31406 -3.20137 0.270
C -0.45892 6.68956 3.15764 -1.159
C 0.34146 6.02625 2.00510 0.178
C -0.55047 5.28023 1.05143 -0.503
O -1.62488 6.07458 0.53062 -0.349
C -2.45700 5.31636 -0.32126 -0.723
N 1.11423 7.12315 1.38313 -0.745
H 0.14709 6.73870 4.06224 0.341
H -1.28308 6.03110 3.44001 0.306
H -0.79076 7.68034 2.86071 0.271
H 1.19428 5.45740 2.39209 0.379
H -0.97585 4.36117 1.46804 0.375
H 0.10324 4.92064 0.24405 0.215
H -1.97232 4.94778 -1.23494 0.280
H -3.15551 6.02337 -0.77458 0.295
H -2.97329 4.50811 0.19809 0.291
H 0.36423 7.61523 0.88309 0.288
H 1.71192 6.82741 0.61442 0.257
C 0.09543 -6.91353 6.90887 -1.457
C -0.02480 -5.42692 6.58313 0.683
C -0.13770 -5.08421 5.10335 -0.779
O 0.05202 -3.70224 4.88920 -0.331
C -0.61695 -3.17447 3.76139 -0.612
N -1.22818 -4.91010 7.28762 -0.806
H -0.91086 -7.32172 7.01061 0.393
H 0.61250 -6.96832 7.86835 0.347
H 0.64055 -7.57203 6.23316 0.360
H 0.83277 -4.87052 6.97482 0.290
H -1.14878 -5.33605 4.76503 0.339
H 0.67558 -5.61786 4.59828 0.298
H -0.47945 -2.09885 3.84752 0.169
H -1.66417 -3.48244 3.83913 0.362
H -0.27121 -3.47831 2.76761 0.275
H -1.19987 -5.13342 8.27772 0.234
H -1.16782 -3.89516 7.27452 0.235
C 2.48166 -0.22130 -6.27107 -1.516
C 1.77792 -1.50628 -6.67707 0.589
C 0.61493 -1.86070 -5.76241 -0.638
O -0.17893 -2.87931 -6.37144 -0.453
C -1.23721 -3.31649 -5.53936 -0.728
N 1.27076 -1.28440 -8.06954 -0.780
H 3.26665 -0.28950 -5.50712 0.382
H 1.77592 0.50954 -5.86909 0.315
H 3.11486 0.18102 -7.06478 0.423
H 2.52783 -2.29897 -6.75930 0.260
H -0.05518 -0.98598 -5.76349 0.270
H 0.85593 -1.99858 -4.70534 0.433
H -1.11782 -4.37154 -5.28652 0.231
H -2.16368 -3.29304 -6.12299 0.264
H -1.39240 -2.67182 -4.67463 0.335
H 0.37864 -1.77861 -8.08654 0.306
H 0.96828 -0.30915 -8.02215 0.283
```

***

Computed, not measured: a 3-piece molecular cluster, C16H45B3BrN7O5P2 overall at a distorted geometry, with wB97M-V/def2-TZVPD.

The value obtained for the HOMO-LUMO gap is 6.504 eV. The HOMO energy is -7.9 eV. The charge is 0. The spin multiplicity is 1. The SMILES is [H]/N=C/CB1OB(Br)OB(CC)O1.CN(C)P(=O)(N(C)C)N(C)C.CN(C)P(=O)(N(C)C)N(C)C.

XYZ file:
```
79
Properties=species:S:1:pos:R:3:mulliken_charge:R:1
C -1.40716 3.09164 -2.78560 -0.583
C -1.00722 2.62407 -4.31327 -0.416
B -0.04592 3.81855 -4.99408 0.335
O 1.11406 3.28610 -5.79238 -0.289
B 2.18272 4.30756 -5.55449 0.634
Br 3.90132 3.90326 -4.52802 -0.249
O 1.89568 5.66353 -6.12717 -0.219
B 0.71198 6.13028 -5.32173 0.301
C 0.69142 7.78386 -5.04007 -0.558
C 1.51451 8.46882 -6.30333 0.010
N 2.89368 8.64974 -6.33277 -0.581
O -0.36997 5.24998 -4.83934 -0.376
H -0.43394 3.60938 -2.33919 0.241
H -2.27811 3.88211 -2.90013 0.196
H -1.78407 2.19268 -2.13770 0.133
H -0.38534 1.61362 -4.21529 0.169
H -1.92033 2.42704 -5.01894 0.251
H 1.27110 8.07779 -4.06675 0.280
H -0.39292 8.22325 -4.98053 0.239
H 0.93426 8.83404 -7.27171 0.274
H 3.16558 9.10857 -7.25227 0.256
O -2.30335 0.04244 -1.13780 -0.825
P -3.04340 -1.31755 -1.15473 0.837
N -4.47999 -0.62028 -0.56157 0.184
C -5.39347 -1.14642 0.43692 -0.902
C -5.26225 0.05525 -1.60009 -1.060
N -2.04922 -1.92459 0.10833 0.203
C -2.15349 -1.37654 1.45949 -0.781
C -0.62551 -1.95400 -0.25960 -1.114
N -3.89415 -2.88096 -1.17419 -0.039
C -3.77832 -3.92384 -0.15713 -0.906
C -3.74229 -3.50129 -2.49448 -1.122
H -6.02523 -1.95098 0.04444 0.331
H -6.06147 -0.35653 0.80240 0.374
H -4.88616 -1.51323 1.32536 0.174
H -5.82742 -0.66846 -2.19763 0.328
H -4.61283 0.61536 -2.28084 0.257
H -5.96077 0.78216 -1.17065 0.337
H -2.19560 -0.28486 1.46699 0.287
H -1.31114 -1.68858 2.08864 0.165
H -3.03128 -1.77157 1.97175 0.215
H -0.16086 -0.96241 -0.17870 0.295
H -0.50071 -2.30156 -1.29154 0.397
H -0.07263 -2.64764 0.37951 0.311
H -2.78178 -4.38899 -0.14223 0.298
H -4.50894 -4.71918 -0.34396 0.368
H -4.00748 -3.55202 0.84495 0.267
H -2.71765 -3.85818 -2.64646 0.359
H -3.96668 -2.77270 -3.28038 0.361
H -4.43651 -4.33722 -2.63007 0.368
O 1.01053 -1.90374 2.91517 -0.774
P 2.49963 -1.66328 3.26490 0.823
N 2.86635 -3.32241 3.14389 0.219
C 3.71658 -4.12413 4.00563 -0.900
C 3.04727 -3.77151 1.76101 -0.979
N 2.09454 -1.20555 4.87069 0.151
C 1.56923 -2.19390 5.81095 -1.049
C 1.21689 -0.02621 4.91628 -1.166
N 4.21146 -1.38687 3.66694 -0.052
C 4.74727 -1.19159 5.01237 -0.904
C 4.75317 -0.33932 2.79501 -1.137
H 4.78257 -3.94410 3.82752 0.332
H 3.53460 -5.19330 3.83979 0.353
H 3.51619 -3.96973 5.06263 0.182
H 4.03943 -3.49649 1.38658 0.347
H 2.30294 -3.31743 1.09868 0.159
H 2.92237 -4.85629 1.66923 0.343
H 0.80032 -2.82929 5.36524 0.276
H 1.14231 -1.71766 6.70184 0.395
H 2.37032 -2.82245 6.20100 0.261
H 0.17137 -0.28506 4.70278 0.328
H 1.53610 0.72105 4.18077 0.375
H 1.26038 0.45357 5.89771 0.367
H 4.41769 -0.24432 5.46374 0.293
H 5.84292 -1.17911 4.98657 0.375
H 4.48450 -2.01172 5.68562 0.272
H 4.34999 0.64356 3.06289 0.360
H 4.48569 -0.54196 1.75279 0.365
H 5.84666 -0.30221 2.83984 0.369
```

***

Computed, not measured: C16H45B3IN11O24 as an isolated structure at a distorted geometry, with wB97M-V/def2-TZVPD.

The value obtained for the HOMO-LUMO gap is 8.097 eV. The HOMO energy is -8.3 eV. The charge is 0. The spin multiplicity is 1.

XYZ file:
```
100
Properties=species:S:1:pos:R:3:mulliken_charge:R:1
N -0.29889 -5.19648 2.76523 -0.644
C -0.16798 -4.29264 1.63556 0.637
C -1.58410 -3.80961 1.21745 -0.571
C -1.65098 -2.28936 0.95254 -0.653
B -3.08443 -1.75589 1.29352 0.063
O -3.24125 -0.49580 1.87276 -0.247
B -4.47781 -0.32255 2.42214 0.401
I -4.75370 0.55509 4.36337 -0.081
O -5.56932 -0.78794 1.74317 -0.068
B -5.37058 -2.16798 1.56083 0.169
C -6.48348 -3.15835 2.02560 -0.938
C -6.70618 -4.34865 1.07663 -0.427
C -5.70586 -5.50447 1.29001 -0.561
O -4.95097 -5.78990 0.11825 -0.512
O -4.17732 -2.56004 1.00371 -0.210
H -0.37188 -6.16171 2.48751 0.217
H 0.41863 -5.05566 3.45792 0.255
H 0.24085 -4.77467 0.75099 -0.307
H 0.43615 -3.42908 1.86173 0.136
H -2.23984 -4.06097 2.04016 0.143
H -1.93711 -4.37446 0.36186 0.414
H -0.91063 -1.74323 1.52502 0.278
H -1.50306 -2.09664 -0.11044 0.200
H -6.29302 -3.52840 3.02997 0.438
H -7.41064 -2.59782 2.09333 0.330
H -6.67785 -4.03068 0.04179 0.289
H -7.70371 -4.73329 1.26944 0.376
H -6.23100 -6.39266 1.63074 0.360
H -5.00158 -5.19812 2.05171 0.286
H -5.54495 -6.23991 -0.50153 0.309
C -1.17886 2.16799 4.50895 -0.452
N -0.28674 2.01444 5.69246 0.949
O 0.90523 2.19676 5.53814 -0.564
O -0.81406 1.71679 6.74684 -0.562
H -0.57496 2.43289 3.65404 0.277
H -1.68033 1.21781 4.35437 0.089
H -1.89287 2.95005 4.73748 0.221
C -3.94536 4.93020 1.38301 -0.763
N -3.09666 4.39893 2.48100 0.947
O -3.19791 4.90432 3.58255 -0.565
O -2.34473 3.48274 2.20736 -0.443
H -4.55489 5.73328 1.77827 0.255
H -3.27875 5.28956 0.60786 0.276
H -4.56061 4.11620 1.02338 0.335
C 2.08691 -5.29659 -2.39737 -0.702
N 2.20610 -5.29163 -0.91484 0.832
O 1.80964 -6.26555 -0.31424 -0.522
O 2.69339 -4.29876 -0.40700 -0.481
H 1.64074 -6.23379 -2.70668 0.339
H 1.46452 -4.45349 -2.67639 0.282
H 3.08588 -5.18430 -2.80314 0.231
C 4.36934 -2.60162 3.37552 -0.794
N 2.88318 -2.67151 3.35657 0.859
O 2.36888 -3.77063 3.32173 -0.514
O 2.28442 -1.61578 3.37066 -0.501
H 4.75933 -3.61179 3.35576 0.324
H 4.67846 -2.04209 2.49854 0.275
H 4.65758 -2.08319 4.28458 0.306
C 4.21954 -1.45813 -2.52290 -0.715
N 3.96343 -2.01488 -3.88100 0.911
O 3.09176 -2.85581 -3.99045 -0.540
O 4.64581 -1.58832 -4.78729 -0.542
H 3.54149 -1.93407 -1.82316 0.317
H 5.25499 -1.67181 -2.27724 0.261
H 4.05137 -0.38703 -2.57481 0.297
C -0.69883 7.62374 0.93994 -0.725
N -1.51141 7.82069 -0.29225 0.939
O -1.02685 8.46108 -1.20114 -0.531
O -2.61862 7.31373 -0.30874 -0.573
H 0.25322 8.12222 0.80964 0.318
H -1.25533 8.04304 1.77284 0.311
H -0.56187 6.55253 1.06723 0.234
C -8.27194 6.01919 -0.61826 -0.717
N -7.43274 5.46933 0.48111 0.843
O -7.53120 5.97344 1.57960 -0.513
O -6.69512 4.54431 0.19840 -0.487
H -8.86868 6.83017 -0.21979 0.298
H -7.59951 6.36815 -1.39570 0.287
H -8.89706 5.21078 -0.98399 0.284
C 7.23094 0.19043 -6.43656 -0.776
N 7.31629 1.36868 -5.53226 0.958
O 7.28333 1.16519 -4.33130 -0.543
O 7.41827 2.46124 -6.04906 -0.567
H 7.14050 -0.69837 -5.83283 0.319
H 6.35574 0.32405 -7.06545 0.307
H 8.13854 0.17075 -7.03056 0.303
C 1.18453 5.43305 -2.49199 -0.748
N 1.37477 5.50825 -1.01731 0.874
O 0.89785 4.62373 -0.33459 -0.497
O 1.98953 6.46652 -0.59432 -0.502
H 0.61923 4.53752 -2.71868 0.306
H 0.64765 6.32776 -2.79391 0.282
H 2.17034 5.40413 -2.94531 0.300
C 10.71072 -1.74710 -3.98176 -0.732
N 9.96506 -1.51117 -5.24722 0.886
O 10.43908 -0.73335 -6.05057 -0.516
O 8.91910 -2.11289 -5.39126 -0.511
H 11.61069 -1.14514 -3.99769 0.306
H 10.05733 -1.45879 -3.16422 0.295
H 10.94372 -2.80623 -3.93564 0.280
```